# 1
This record from the OMol25 dataset describes a 16-piece molecular cluster, C64H160O16 overall. The level of theory is wB97M-V/def2-TZVPD.

```
240
Properties=species:S:1:pos:R:3:lowdin_charge:R:1
O -0.4545 0.3842 0.5921 -0.163
O -3.7552 1.6710 -3.7045 -0.176
O -1.6133 -6.0919 0.2874 -0.166
O 0.0529 6.5097 -1.2908 -0.161
O -3.5001 -4.0464 -3.7222 -0.160
O 2.5548 -1.2699 4.9343 -0.157
O -5.5650 -0.9701 3.4057 -0.165
O 4.5627 3.7558 -3.9561 -0.196
O 4.1299 -4.0606 -0.0079 -0.151
O -6.7274 -1.7760 -1.2545 -0.143
O 5.5500 0.3225 -2.6507 -0.157
O 5.5889 5.0664 -0.1572 -0.163
O 1.5353 -4.9519 3.9518 -0.163
O -1.7085 0.5885 6.0823 -0.155
O -0.9483 4.0937 2.9754 -0.148
O 0.1849 0.1206 -5.4860 -0.169
C -0.6821 5.3292 -3.2202 -0.057
C 1.2724 1.2997 -0.8330 -0.052
C 1.3667 3.3081 3.2164 -0.054
C -2.5818 1.9163 -1.6404 -0.050
C 3.2960 4.6097 -0.6164 -0.053
C -3.2860 -1.7775 -3.0163 -0.053
C 0.1587 -0.7659 -4.3690 -0.273
C -0.7583 5.4040 -1.7195 -0.284
C 0.5103 0.0549 -0.3933 -0.259
C 0.0638 3.2935 2.4477 -0.300
C 5.2971 4.9219 -4.1209 -0.290
C -1.2263 -0.7049 0.9731 -0.281
C 7.7596 6.0901 0.0023 -0.066
C -4.9703 1.7397 -4.4366 -0.263
C -2.3915 -0.2713 1.8880 -0.038
C 6.0064 -0.6716 -4.7644 -0.054
C -5.4196 -2.2821 3.9328 -0.288
C -3.5469 -6.3704 -4.2952 -0.069
C -0.7717 -7.1042 -0.2400 -0.282
C 2.4743 -0.2100 2.7990 -0.068
C -5.2895 0.0230 4.4083 -0.301
C 0.4126 -4.4181 3.2793 -0.306
C -0.6235 -0.1054 5.5614 -0.312
C -1.0521 1.5611 -6.8705 -0.060
C -2.8303 -4.0816 -0.1429 -0.055
C 6.2859 -4.5439 0.9336 -0.052
C 3.2515 3.9025 -4.4529 -0.267
C 0.0199 6.6505 0.1204 -0.306
C 5.0870 1.0375 -0.3829 -0.057
C 6.6912 4.7224 -3.5344 -0.058
C -1.3954 1.9607 6.1273 -0.267
C 5.6533 1.4083 -1.7410 -0.261
C -0.9873 -1.5688 5.5592 -0.053
C -5.7845 -3.1960 2.8207 -0.079
C -5.8111 0.2965 -0.4955 -0.063
C -1.9779 -5.1700 -0.7229 -0.284
C -1.1533 0.5868 -5.7313 -0.280
C 6.5183 5.5801 0.7641 -0.278
C -3.7441 -4.9394 -4.7883 -0.293
C 3.8777 -5.2981 4.1561 -0.058
C -4.9351 0.9777 -5.7634 -0.061
C 3.1808 -3.1229 -0.4520 -0.263
C 2.6340 -2.4682 6.8873 -0.061
C 0.9463 7.7463 0.4573 -0.065
C 2.7763 -4.6309 3.3281 -0.259
C -0.8139 -4.9018 3.9698 -0.066
C 5.2544 -3.4853 0.5104 -0.319
C -5.4839 1.3525 3.8670 -0.081
C 1.8587 -3.8375 -0.8028 -0.059
C -6.8937 -3.1335 -1.0154 -0.298
C 2.6085 2.5280 -4.3528 -0.051
C -2.1641 3.9801 2.2722 -0.262
C -7.3178 -3.8152 -2.3275 -0.048
C -3.2312 4.7129 3.1390 -0.044
C 1.5587 -1.2326 -4.1696 -0.061
C -0.3874 -7.9426 0.9495 -0.067
C -3.7645 2.3963 -2.5058 -0.272
C 3.0951 -0.2323 4.1319 -0.292
C 6.0871 0.6105 -3.8898 -0.301
C 4.3209 4.8678 0.4614 -0.281
C 3.2015 -1.2848 6.1591 -0.311
C -2.6010 2.7230 6.7477 -0.050
C -3.6699 -2.7304 -4.1602 -0.284
C -6.3007 -1.0807 -0.1152 -0.296
H -5.3827 0.8560 0.3463 0.079
H -3.1547 -0.7274 -3.2751 0.056
H 8.1327 5.2359 -0.5627 0.065
H -1.8731 -1.6952 4.9367 0.065
H 3.7907 -5.0628 5.2336 0.070
H -0.4610 4.4774 -1.2335 0.097
H -3.4063 4.0726 4.0030 0.049
H -6.6155 0.8368 -0.9948 0.082
H 1.5534 2.5201 -4.6234 0.070
H -4.3755 -2.4836 4.1691 0.108
H 1.9980 -1.7230 -5.0168 0.075
H 6.8187 4.8678 1.5323 0.117
H -5.4278 -1.5691 0.3168 0.098
H 1.6937 4.3375 3.3694 0.079
H -2.3506 3.7899 6.6469 0.078
H -1.7921 5.6153 -1.4704 0.111
H -1.5060 1.0670 -4.8080 0.100
H -3.0077 0.5088 1.4442 0.056
H -1.0395 6.2799 -3.6293 0.085
H -1.6844 1.8442 -2.2574 0.062
H -2.4675 2.9574 2.0642 0.099
H 0.2856 -8.7544 0.7052 0.070
H -6.0466 -3.6146 -0.5274 0.103
H -2.2641 -3.5462 0.6201 0.064
H 5.0258 1.9194 0.2559 0.064
H -1.0362 6.8097 0.3780 0.122
H -3.4638 2.4739 6.1314 0.051
H -1.9999 2.0321 -7.1029 0.061
H -1.8148 -0.2562 -5.9256 0.108
H -4.2759 -0.1015 4.7907 0.109
H 2.7716 -4.9815 2.2895 0.111
H -0.4801 2.1091 6.7214 0.122
H 2.1690 2.7316 2.7553 0.056
H -2.7054 0.9305 -1.1914 0.057
H -3.8291 -7.1511 -4.9700 0.064
H 4.1197 0.5866 -0.5417 0.050
H 6.0037 6.4003 1.2845 0.112
H -4.1904 4.7630 2.6036 0.079
H -2.3608 -2.0731 -2.5042 0.067
H 2.8527 -3.5422 3.3327 0.100
H 2.9275 0.5496 2.1630 0.073
H 5.0060 -2.8573 1.3799 0.115
H -2.4029 2.6404 -0.8417 0.069
H 7.1339 0.9014 -3.7975 0.114
H -6.7129 -2.9454 2.3200 0.070
H 4.2931 -1.4457 6.0644 0.126
H 3.9981 5.7614 1.0208 0.111
H -3.0758 -4.7832 -5.6488 0.119
H -0.3879 0.2724 4.5621 0.100
H -3.1544 -3.3183 -0.8589 0.049
H 1.0885 -3.1332 -1.0816 0.052
H 1.9806 1.0318 -1.5948 0.050
H -3.6489 3.4694 -2.6960 0.114
H 6.6428 4.5530 -2.4447 0.055
H 8.5677 6.3352 0.6977 0.071
H 0.3120 5.7095 0.5881 0.092
H -8.2121 -3.3404 -2.7336 0.078
H -2.9867 -1.1415 2.1602 0.066
H -1.0591 -4.7421 -1.1419 0.111
H -2.7627 2.4643 7.7964 0.074
H -2.4898 -6.4241 -4.0468 0.073
H 4.1712 -0.4083 4.0560 0.124
H 0.4950 -3.3283 3.3096 0.100
H 6.4872 -5.2237 0.1195 0.075
H 7.3148 5.6136 -3.6798 0.078
H -5.7772 1.2183 -3.9025 0.117
H -0.3702 2.3676 -6.6108 0.071
H -6.0247 -2.3941 4.8440 0.125
H -0.8148 -4.5737 5.0169 0.074
H 1.4262 0.0418 2.9731 0.075
H 6.6535 -1.4536 -4.3570 0.071
H -1.2741 -8.2648 1.4875 0.083
H 4.7655 5.7329 -3.5991 0.122
H -7.6683 -3.2907 -0.2614 0.113
H 4.8463 -4.8955 3.8545 0.059
H 0.9533 7.9436 1.5237 0.079
H -0.6314 1.0130 -7.7140 0.083
H 1.9668 7.3895 0.2787 0.069
H 2.7284 -3.3457 6.2480 0.060
H -0.2115 -0.1908 -3.5101 0.100
H -4.6870 2.2408 -1.9455 0.094
H 7.1008 -4.0430 1.4405 0.076
H 1.3051 2.8676 4.2188 0.066
H -6.3698 1.4213 3.2415 0.086
H 4.9900 -1.0287 -4.8317 0.056
H 6.7044 1.6608 -1.6111 0.121
H -4.7105 -2.5465 -4.4578 0.116
H 3.0586 -0.3476 6.7137 0.122
H -6.4903 -3.7701 -3.0444 0.056
H 5.8200 -5.1751 1.6865 0.052
H 2.6025 2.1991 -3.3160 0.052
H -0.1598 -2.2350 5.3327 0.050
H -4.1642 -6.5233 -3.4020 0.077
H 0.4280 -4.6589 2.2139 0.100
H -4.2417 1.4422 -6.4638 0.059
H -4.7693 -4.8074 -5.1789 0.120
H 5.5360 1.4272 -4.3764 0.101
H -7.0912 -1.0142 0.6401 0.125
H 1.6349 -1.9472 -3.3512 0.064
H 0.7514 8.6438 -0.1207 0.085
H 3.5723 3.7372 -1.1871 0.055
H 0.5670 2.0386 -1.2410 0.070
H -1.6435 -1.2131 0.0928 0.104
H -5.2836 2.7644 -4.6933 0.124
H 0.3622 5.2955 -3.5332 0.063
H 3.5204 -2.6154 -1.3606 0.118
H 3.1679 1.8622 -4.9846 0.075
H -2.8391 5.6760 3.4506 0.074
H 0.3070 -7.3852 1.5949 0.072
H 2.2598 4.4663 -0.2641 0.070
H 1.5679 -2.4343 7.1172 0.070
H -5.0085 0.1315 -1.2277 0.055
H 4.3475 4.0570 1.2031 0.110
H -5.9242 0.9634 -6.2088 0.079
H -4.5356 -0.0126 -5.5808 0.059
H -5.7666 -4.2391 3.1458 0.088
H -1.2954 4.5035 -3.5705 0.068
H -7.4611 -4.8890 -2.1884 0.074
H 1.2425 -0.6504 0.0120 0.103
H -0.2701 2.2765 2.3282 0.092
H -1.2397 -1.8876 6.5840 0.091
H -5.5221 2.1296 4.6233 0.077
H 5.6594 0.2734 0.1473 0.075
H -4.6126 1.5370 3.2226 0.067
H 2.9960 -2.3550 0.3045 0.092
H -2.0245 0.0999 2.8596 0.067
H -0.5498 -1.5683 -4.6172 0.116
H 1.7542 1.7318 0.0528 0.068
H -1.2396 2.3274 5.1131 0.100
H 7.6517 6.9278 -0.6822 0.073
H 2.2837 -0.4526 -3.9547 0.062
H 5.7048 -2.8682 -0.2762 0.119
H 3.1320 -2.6570 7.8298 0.076
H 3.8853 -6.3802 4.0331 0.076
H 6.4438 -0.4689 -5.7467 0.072
H -5.9179 -0.1733 5.2892 0.123
H -4.0625 -1.8843 -2.2429 0.061
H 3.2417 5.5065 -1.2184 0.078
H -1.7485 -4.5560 3.5121 0.077
H -5.0444 -3.0406 2.0419 0.050
H -2.0652 4.4621 1.3013 0.097
H 0.0859 -6.6506 -0.7525 0.113
H 0.2609 0.0749 6.1667 0.111
H 3.2874 4.1520 -5.5145 0.121
H 2.6050 -1.1726 2.3256 0.059
H 1.4193 -4.4091 0.0147 0.050
H 0.0545 -0.3847 -1.2751 0.097
H -0.6473 -1.3973 1.5801 0.111
H 5.0747 2.2520 -2.1443 0.095
H -3.6806 -4.5973 0.3039 0.078
H -2.5150 -5.6783 -1.5100 0.098
H -3.0135 -2.5795 -5.0236 0.105
H 2.9032 0.7438 4.5700 0.113
H 0.3061 3.6192 1.4285 0.096
H 5.3840 5.1110 -5.1946 0.118
H 2.6902 4.6333 -3.8678 0.105
H 2.0646 -4.5883 -1.5647 0.081
H -1.3796 -7.6592 -0.9571 0.117
H -0.7857 -5.9867 3.9315 0.076
H 7.1639 3.8665 -4.0125 0.071
```

Results
lowest unoccupied orbital energy	0.61	eV
gap between HOMO and LUMO	9.93	eV
energy	-3738.03163	a.u.
charge	0
ΔE to the lowest compared entry with this formula, charge and spin	0.000	eV

***

# 2
This record from the OMol25 dataset describes C18H21AuN2O5S as an isolated structure. The level of theory is wB97M-V/def2-TZVPD.

```
48
Properties=species:S:1:pos:R:3:lowdin_charge:R:1
Au -0.5622 0.7504 -0.2610 1.230
S -0.9713 -2.5532 1.1483 0.855
O -1.1915 0.1944 -2.1287 -0.177
O 5.5427 1.8814 -3.5033 -0.026
O -0.6580 0.3982 -4.2845 0.117
O -0.0786 -1.5124 0.5108 -0.596
O 4.1000 1.8826 -5.2576 -0.009
N 1.2090 0.9904 -1.3428 -0.010
N -3.5362 1.0879 1.4670 -0.239
C -0.3874 0.5029 -3.1181 -0.577
C 1.9945 1.1993 -3.5727 0.086
C 0.9830 0.9453 -2.6759 -0.158
C 3.2786 1.4637 -3.1072 -0.058
C 0.8960 2.8825 3.2101 -0.069
C 0.8614 2.2833 1.9604 -0.096
C -0.2016 1.4776 1.5912 -0.206
C 2.4514 1.1771 -0.8809 -0.094
C -0.2715 -4.1090 0.6169 -0.241
C -3.2188 1.1070 0.0813 -0.098
C 4.4519 1.7789 -4.0796 -0.697
C -0.1392 2.6757 4.1052 -0.069
C -1.2513 1.2501 2.4876 -0.240
C -0.4746 -2.6037 2.8746 -0.229
C -2.5000 0.4093 2.2125 -0.184
C -1.1981 1.8685 3.7381 -0.056
C -3.9377 2.3748 2.0092 -0.069
C 3.5025 1.4124 -1.7380 0.026
H -0.4312 -1.5684 3.2085 0.047
H 1.7984 1.1749 -4.6365 0.140
H -3.9540 1.6554 -0.5065 0.121
H 0.5055 -3.0637 2.9771 0.062
H -4.8285 2.7192 1.4859 0.091
H 0.7786 -4.1432 0.8992 0.065
H -3.1768 0.0990 -0.3305 0.096
H -2.0035 1.6853 4.4412 0.115
H -0.1223 3.1404 5.0812 0.109
H -2.2749 -0.4938 1.6482 0.051
H 1.6615 2.5004 1.2715 0.081
H -3.1625 3.1479 1.9226 0.096
H -0.3758 -4.1427 -0.4652 0.063
H 1.7269 3.5222 3.4743 0.111
H -2.2436 1.6728 -0.1239 0.064
H -1.2245 -3.1490 3.4447 0.063
H -0.8319 -4.9254 1.0699 0.064
H -2.8969 0.0823 3.1769 0.130
H 4.5146 1.5514 -1.3799 0.124
H -4.1895 2.2602 3.0632 0.092
H 2.5959 1.0863 0.1820 0.102
```

Results
lowest unoccupied orbital energy	-2.80	eV
gap between HOMO and LUMO	4.92	eV
energy	-1717.94519	a.u.
charge	0
ΔE to the lowest compared entry with this formula, charge and spin	0.217	eV

***

# 3
This record from the OMol25 dataset describes C25H28CrN7O3S5 as an isolated structure. The level of theory is wB97M-V/def2-TZVPD.

```
69
Properties=species:S:1:pos:R:3:lowdin_charge:R:1
Cr -0.0308 -0.4203 0.0592 0.396
S 1.9709 -2.9421 0.7496 1.034
S -0.1784 -1.3396 -2.0884 0.729
S 3.5618 2.2201 0.7992 1.033
S 0.7843 2.4501 1.7160 0.680
S -0.9446 1.5294 -1.0341 0.777
O -1.3982 -0.8677 3.8448 0.069
O -0.0602 -0.4190 2.0995 -0.176
O 0.5657 -2.3902 0.5181 -0.637
N 1.7727 0.4958 0.0694 -0.125
N -3.4290 2.7077 -0.2214 0.170
N -3.5343 2.4751 2.0865 0.081
N 0.7140 0.5257 -7.8924 0.168
N -2.0367 -1.0795 0.5400 0.011
N -1.6392 3.3290 1.0777 0.060
N 0.0067 4.2752 -6.4659 0.168
C 2.6676 -2.0176 2.1589 -0.277
C 0.1122 -0.1579 -4.5298 -0.047
C -3.7208 -0.4360 2.3324 -0.134
C 5.4790 -0.3154 -1.7107 -0.092
C 2.9686 0.1376 -0.5777 -0.308
C -4.8472 1.8162 2.0960 -0.155
C -0.1791 0.0169 -3.1775 -0.638
C -0.4948 1.3005 -2.7042 -0.596
C 5.3110 0.7546 -0.8482 -0.091
C -4.7869 0.3706 1.6056 -0.179
C 1.5476 -3.9148 3.1957 -0.223
C -0.4652 2.3808 -3.5838 -0.048
C -2.8617 2.8157 0.9844 -0.506
C 3.1517 -0.9291 -1.4551 -0.073
C -0.1357 2.2081 -4.9183 -0.189
C -0.0625 3.3522 -5.7851 -0.177
C 4.0575 0.9674 -0.2920 -0.479
C 0.4563 0.7035 -6.7870 -0.177
C 2.7336 -2.9683 3.3521 -0.214
C -2.3480 -0.2496 1.7201 -0.299
C 1.9208 1.6077 0.8222 -1.086
C -1.1913 -0.5408 2.6884 -0.602
C 0.1434 0.9195 -5.4010 -0.188
C 1.6370 -4.4111 1.7579 -0.299
C 4.4025 -1.1470 -2.0093 -0.077
H 2.4673 -5.1041 1.6096 0.096
H 6.1345 1.4161 -0.6125 0.107
H -2.1929 0.7824 1.3985 0.093
H 0.7210 -4.8411 1.3568 0.097
H 2.3146 -1.5550 -1.7212 0.034
H -1.0448 3.2550 0.2545 -0.016
H 3.6316 -1.6152 1.8492 0.097
H 0.6132 -3.3674 3.3400 0.116
H -2.0044 -2.0617 0.8077 0.119
H -3.0234 2.5080 2.9541 0.164
H -5.5622 2.3995 1.5109 0.122
H 1.5808 -4.7371 3.9106 0.117
H -5.7748 -0.0584 1.7891 0.118
H -5.1976 1.8400 3.1257 0.130
H 0.3237 -1.1517 -4.9014 0.120
H -3.6620 -0.1552 3.3872 0.122
H -1.1210 3.2035 1.9373 -0.017
H 1.9584 -1.2041 2.3223 0.078
H 2.6911 -2.4164 4.2905 0.122
H 4.5404 -1.9753 -2.6924 0.105
H -3.9828 -1.4968 2.3356 0.129
H 6.4461 -0.4965 -2.1610 0.102
H -2.7984 2.6389 -1.0124 0.029
H -4.2953 2.2100 -0.3097 0.099
H -0.6935 3.3738 -3.2194 0.120
H 3.6661 -3.5378 3.3370 0.114
H -4.6339 0.3167 0.5228 0.101
H -2.7221 -0.9832 -0.2012 0.098
```

Results
multiplicity	2
lowest unoccupied orbital energy (alpha / beta)	-0.96 / -0.30	eV
⟨S²⟩	0.763
gap between HOMO and LUMO (alpha / beta)	6.63 / 7.31	eV
energy	-4613.95889	a.u.
charge	0
ΔE to the lowest compared entry with this formula, charge and spin	0.754	eV